1.
A single C3H2N2OS molecule, computed with ωB97M-V/def2-TZVPD.

Values from the calculation:
E_HOMO (spin up / spin down) in Eh: -0.3453 / -0.3453
E_tot in Eh: -698.2978
Kohn-Sham gap (spin up / spin down) in eV: 7.5 / 7.5

```
! wB97M-V def2-TZVPD RIJCOSX def2/J DEFGRID3
* xyz 0 1
C 1.15 -0.75 -0.05
C 0.83 0.65 0.37
C 0.01 -1.46 -0.10
N -1.25 -1.20 0.06
N -0.35 1.12 0.47
O -2.42 0.88 -1.03
S -1.87 0.41 0.25
H 2.13 -0.88 -0.21
H 1.78 1.22 0.26
*
```

2.
A molecular structure, C14H23NO8P2, computed with ωB97M-V/def2-TZVPD.

Values from the calculation:
E_HOMO in Eh: -0.3344
E_tot in Eh: -1886.6842
Kohn-Sham gap in eV: 8.8

```
! wB97M-V def2-TZVPD RIJCOSX def2/J DEFGRID3
* xyz 0 1
C 5.90 1.68 0.96
C 4.42 1.94 0.74
O 3.97 1.03 -0.28
P 2.56 1.19 -0.98
O 2.56 1.73 -2.34
O 2.10 -0.34 -0.89
C 0.81 -0.72 -1.39
C -0.01 -1.09 -0.18
O -0.91 -0.46 0.26
O 0.38 -2.27 0.40
O 1.72 2.00 0.09
P 0.20 2.64 -0.35
C -0.64 2.60 1.28
C 0.08 1.82 2.41
C 0.60 4.43 -0.44
C 1.83 4.76 -1.27
H 6.05 0.62 1.13
H 6.26 2.25 1.82
H 6.46 1.96 0.06
H 3.86 1.76 1.66
H 4.24 2.97 0.44
H 0.34 0.06 -1.98
H 0.95 -1.61 -2.00
H 1.25 -2.12 0.80
H -0.84 3.62 1.62
H -1.61 2.13 1.09
H -0.64 1.21 2.95
H 0.52 2.51 3.13
H 0.85 1.16 2.03
H -0.29 4.85 -0.92
H 0.65 4.88 0.56
H 1.99 5.84 -1.26
H 1.71 4.45 -2.31
H 2.73 4.30 -0.86
C -2.72 -3.48 0.09
C -3.59 -2.92 -0.83
C -4.73 -3.60 -1.22
C -4.99 -4.83 -0.66
C -4.14 -5.41 0.26
C -3.00 -4.72 0.64
N -6.21 -5.56 -1.06
O -6.93 -5.04 -1.89
O -6.42 -6.63 -0.53
H -1.83 -2.94 0.39
H -3.38 -1.94 -1.26
H -5.42 -3.18 -1.94
H -4.37 -6.38 0.68
H -2.32 -5.16 1.36
*
```

3.
A molecular structure, C6H12O, computed with ωB97M-V/def2-TZVPD.

Values from the calculation:
E_HOMO in Eh: -0.3012
E_tot in Eh: -310.9084
Kohn-Sham gap in eV: 9.0

```
! wB97M-V def2-TZVPD RIJCOSX def2/J DEFGRID3
* xyz 0 1
C 1.66 1.23 0.24
C 0.76 -0.02 0.20
C 1.52 -1.20 -0.41
C -0.38 0.51 -0.64
C -1.93 -0.81 -0.55
C -1.67 0.57 0.10
O -1.75 0.50 1.50
H 1.13 2.11 0.63
H 2.53 1.04 0.88
H 2.02 1.47 -0.77
H 0.48 -0.28 1.23
H 2.46 -1.38 0.13
H 1.76 -1.00 -1.46
H 0.93 -2.12 -0.36
H -1.25 -0.77 -1.43
H -2.92 -0.89 -0.98
H -1.68 -1.64 0.12
H -2.37 1.32 -0.31
H -1.35 1.31 1.85
*
```

4.
A single CBrFN2O4 molecule, computed with ωB97M-V/def2-TZVPD.

Values from the calculation:
E_HOMO in Eh: -0.4325
E_tot in Eh: -3122.2093
Kohn-Sham gap in eV: 10.2

```
! wB97M-V def2-TZVPD RIJCOSX def2/J DEFGRID3
* xyz 0 1
O 0.75 -1.01 1.45
N 0.38 -1.19 0.31
O 0.70 -1.98 -0.51
C -0.53 -0.11 -0.11
F -0.82 -0.28 -1.53
Br -2.31 -0.32 0.80
N 0.00 1.33 0.15
O -0.86 2.13 0.05
O 1.18 1.41 0.25
*
```